Entry 1:
The following is a quantum chemistry calculation of C38H49N4OPtS2Si as an isolated structure, from OMol25.

Properties
Lowest unoccupied orbital energy (spin up / spin down)   -4.3 / -4.5 eV
Energy   -2976.69137 Eh
Molecular weight   865.13 g mol⁻¹
Gap between HOMO and LUMO (spin up / spin down)   6.04 / 6.07 eV
<S²>   2.013
Energy above the lowest of the compared OMol25 structures with the same formula, charge and spin   0.0000 eV

```
! wB97M-V def2-TZVPD RIJCOSX def2/J DEFGRID3
* xyz 1 3
Pt 0.67914 1.02648 0.02206
S -0.11959 1.82557 2.03685
S 1.18661 -1.05345 1.24213
Si -1.66715 0.14644 -2.39114
O -1.01881 0.21666 -0.92272
N 1.88273 0.72137 -1.78144
N -1.11775 0.48508 4.06252
N 2.43096 1.92383 -2.33474
N -0.45875 -2.00572 3.02840
C -1.61431 3.15235 -5.32908
C 3.57297 -4.50404 2.55940
C -1.38724 1.73476 -3.37025
C -1.19468 -0.69565 4.91920
C -0.62006 2.45144 8.26011
C -0.44941 0.42631 2.91917
C 2.21078 1.32415 -4.75181
C -1.60428 1.73289 4.66688
C 4.28734 0.77979 -3.45403
C -1.02313 -1.49622 -4.72128
C 3.69753 3.16147 -3.92958
C -4.07784 1.04072 -1.29879
C -1.37103 2.11337 7.14236
C 3.95184 -4.28868 3.87610
C 1.74023 -3.49836 4.37611
C -1.48363 -1.89975 4.06552
C -1.86312 1.95875 -4.66487
C 1.36208 -3.69181 3.05155
C -0.40796 3.96371 -3.42010
C 2.28351 -4.20151 2.14789
C 0.12977 -3.60278 -4.57712
C -0.34285 -2.34056 -2.58763
C 0.72042 2.77526 8.12167
C 0.55893 2.43626 5.74720
C -0.88657 4.15735 -4.70757
C -0.78821 2.10747 5.88191
C -3.54079 -0.16838 -2.06244
C -4.29542 -0.35370 -3.37865
C -0.49346 -2.62195 -5.33614
C -3.64575 -1.43293 -1.21228
C -0.66000 2.76541 -2.76606
C 0.03359 -0.91844 2.45469
C 0.20956 -3.45960 -3.19852
C -0.96148 -1.33186 -3.33575
C 3.03090 -3.79134 4.78751
C 1.30949 2.76683 6.86354
C 3.14144 1.77374 -3.62768
C -0.04300 -3.34593 2.60433
H -1.57627 2.51624 3.91562
H 1.87646 0.29727 -4.61186
H 4.96212 -4.50929 4.19318
H 3.31538 -3.63724 5.81988
H -2.44055 1.19491 -5.17138
H -3.87669 -1.17151 -3.97108
H 4.29756 3.13305 -4.83864
H -4.01100 1.95227 -1.89770
H -2.64369 1.56663 4.95382
H -0.25518 -0.82062 5.46492
H -1.08418 2.46235 9.23715
H -0.29953 -2.23765 -1.50668
H -2.42104 1.86613 7.25292
H 1.31275 0.17886 -2.43953
H 4.32195 3.50870 -3.10638
H -1.98949 3.29884 -6.33381
H 3.92827 -0.24641 -3.34369
H 1.99062 -4.36161 1.11668
H -0.55752 -2.73166 -6.41143
H 1.33042 1.97096 -4.80683
H -1.46066 -2.79992 4.67491
H -3.51586 1.19867 -0.37526
H -5.13171 0.89132 -1.03593
H 1.30637 3.03840 8.99196
H -2.47224 -1.82219 3.60294
H 2.66874 0.14194 -1.50547
H -1.98914 -0.54372 5.64659
H 4.92721 0.80146 -4.33535
H 2.35348 3.02738 6.75120
H 1.02260 -3.12421 5.09900
H 2.88726 3.87926 -4.07824
H -0.76043 -4.04155 3.03812
H 0.54317 -4.48132 -5.05531
H 2.72585 1.37094 -5.71242
H -0.11847 -3.40875 1.51687
H 4.89243 1.04949 -2.58575
H -4.28205 0.55837 -3.97845
H -3.08432 -1.32292 -0.28131
H 4.28494 -4.89969 1.84750
H 1.65476 2.56817 -2.45334
H -3.25892 -2.30530 -1.74525
H -0.29732 2.63083 -1.74755
H 0.14990 4.75041 -2.92672
H -0.70191 5.09177 -5.22128
H -5.34681 -0.59670 -3.18516
H -1.47964 -0.73221 -5.33896
H 0.69480 -4.22436 -2.60422
H 1.01735 2.44491 4.76469
H -4.69335 -1.63544 -0.96043
*
```

Entry 2:
The following is a quantum chemistry calculation of a 8-piece molecular cluster, C32H73BrCl2NO14P2S7 overall, from OMol25.

Properties
Lowest unoccupied orbital energy   1.8 eV
Energy   -9335.41199 Eh
Molecular weight   1133.16 g mol⁻¹
Gap between HOMO and LUMO   6.20 eV
Energy above the lowest of the compared OMol25 structures with the same formula, charge and spin   1.5716 eV

```
! wB97M-V def2-TZVPD RIJCOSX def2/J DEFGRID3
* xyz -1 1
Br 0.79741 -1.03660 4.52694
Cl 4.51824 -3.84393 1.24997
Cl 1.48685 -3.45301 1.55466
S -8.83553 -3.55886 1.76178
S 1.10217 -5.90298 -1.41040
S 5.74721 -5.62969 -4.90144
S -1.54379 2.70256 6.59910
S -2.55532 3.16995 -3.69487
S 3.63668 4.01556 3.20552
S 0.91705 6.72630 -3.90096
P 1.49472 -0.34347 0.90462
P -2.12364 -0.23185 1.78859
O 3.96807 3.29532 1.94786
O 2.39250 0.32588 -0.37280
O 0.20438 0.83778 0.92560
O -5.19207 -3.65050 -0.35558
O 0.66938 -1.23408 -0.38420
O 3.41112 -0.36886 4.25005
O 1.27896 5.96159 -5.12850
O -1.24825 2.91564 5.15899
O 1.12927 -1.19182 -3.37121
O 4.58793 -6.29137 -4.24440
O -9.46838 -3.10217 3.03152
O -2.72102 4.27116 -2.70491
O -0.07247 -6.52396 -0.72713
O -3.71839 -0.43532 1.18974
N -0.33549 0.05746 -2.02674
C -1.02661 0.40429 0.37168
C -3.98670 -4.17684 0.26725
C -1.11711 3.56017 -4.70093
C -1.35788 4.29309 7.42834
C 2.37904 -0.23848 3.67571
C -3.33507 2.61054 6.77174
C -0.58515 -0.69423 -0.72113
C 2.13911 8.03656 -3.70360
C 5.35964 -3.87587 -5.03209
C 2.62593 2.24466 -1.82163
C -7.33098 -4.44764 2.19701
C 2.58191 -6.46823 -0.55893
C 3.79986 -2.19514 0.95464
C 2.70087 1.69643 -0.33807
C -2.74853 -4.05355 -0.69714
C -1.67760 -1.75293 -1.07991
C -2.24105 1.07423 3.12525
C -0.90730 3.03609 -0.12235
C -9.74859 -5.00583 1.19474
C -0.86831 3.71497 1.30007
C 4.20493 2.99766 4.57804
C 0.45168 -0.50582 -2.74581
C 1.39505 -6.82703 -2.92638
C 2.35967 0.56970 2.36139
C -1.64052 -3.03593 -0.17445
C 4.78698 -1.10423 0.53233
C -3.76399 3.43918 -5.00564
C 1.45408 5.75602 -2.48215
C -1.76878 1.70293 -0.17139
C 5.63667 -5.98049 -6.66601
C 4.86594 5.31870 3.41233
C 2.47756 -2.00373 1.10058
H -0.30517 4.57153 7.40247
H -1.03202 2.83958 -5.51518
H 1.31431 6.33763 -1.57004
H 2.12667 2.37363 0.32558
H 2.58695 -6.03580 0.44074
H 4.38515 -3.74470 -5.50403
H 1.97766 8.54353 -2.75144
H 0.56308 -1.05503 1.75476
H -0.10315 4.53528 1.33543
H -2.93375 0.66581 3.90710
H 3.78320 1.81759 -0.04252
H -1.26697 1.24782 3.62498
H -2.66124 1.88118 0.48427
H 5.25016 2.72322 4.42875
H 3.59543 2.09581 4.61321
H -3.67990 4.45886 -5.38487
H -6.62001 -3.73731 2.61596
H -3.67910 1.70015 6.28261
H -9.81972 -5.73934 1.99921
H -3.59313 2.72249 -5.81002
H 5.86972 4.89819 3.33548
H -7.55536 -5.21638 2.93838
H -9.24184 -5.43983 0.33187
H 6.40110 -5.41268 -7.19805
H -4.75959 3.28683 -4.59060
H 4.73009 5.79614 4.38381
H 1.46473 -7.89389 -2.70750
H 1.72032 1.47409 2.55091
H -3.79924 3.47598 6.29668
H 4.71967 6.05581 2.62352
H -4.19692 -5.25743 0.45055
H 2.57435 -7.55746 -0.48662
H -2.68129 -1.25647 -0.97243
H 3.14476 7.61545 -3.74138
H -3.59737 2.57452 7.83013
H -1.94767 5.05210 6.91231
H 5.33552 -3.45493 -4.02760
H -1.84137 4.20645 1.55604
H -1.20677 4.57109 -5.10071
H -1.68348 4.20312 8.46577
H 3.15762 1.47542 -2.44426
H 3.13860 3.22556 -1.93175
H -2.13008 1.55058 -1.23187
H -4.88681 -2.87776 -0.86283
H 4.80619 -0.16358 1.11562
H 0.11177 2.93243 -0.56238
H -0.23157 3.49672 -4.06998
H -1.86346 -2.84047 0.89608
H 5.81885 -1.52956 0.57562
H 0.55995 -6.65038 -3.60407
H 4.08906 3.55031 5.51178
H 4.64494 -5.71624 -7.03555
H -0.66495 -3.54215 -0.34475
H -0.56407 2.95789 2.06070
H -3.12002 -3.78899 -1.71928
H -10.74906 -4.68717 0.90438
H -2.65407 2.03981 2.73009
H 0.84534 4.85395 -2.43095
H -1.43607 3.77710 -0.77999
H -1.62828 -2.10768 -2.13859
H -3.81005 -3.66631 1.24543
H 3.46485 -6.13171 -1.10392
H -2.31386 -5.08273 -0.78711
H 3.37893 0.93811 2.15640
H 2.01274 8.74855 -4.51848
H 2.50300 5.48058 -2.59720
H -3.99255 -1.30392 1.52125
H 5.80790 -7.04582 -6.81522
H -6.90261 -4.89990 1.30210
H 6.13291 -3.37512 -5.61631
H 4.60984 -0.86624 -0.54885
H 2.31852 -6.47749 -3.39168
H 1.56628 2.23363 -2.16728
*
```

Entry 3:
The following is a quantum chemistry calculation of a 2-piece molecular cluster, CH6OS2 overall, from OMol25.

Properties
Lowest unoccupied orbital energy   0.4 eV
Energy   -913.26959 Eh
Molecular weight   98.19 g mol⁻¹
Gap between HOMO and LUMO   8.68 eV
Energy above the lowest of the compared OMol25 structures with the same formula, charge and spin   0.8947 eV

```
! wB97M-V def2-TZVPD RIJCOSX def2/J DEFGRID3
* xyz 0 1
S -0.45568 1.12021 0.97017
S 0.98238 0.64747 -0.45562
O -1.01273 -3.28958 1.03898
C 0.17996 0.37267 -2.07378
H -0.98129 -2.34758 0.86198
H -0.59702 0.98787 -2.38364
H 0.22573 1.21411 2.07767
H 0.82576 0.23844 -2.90602
H -0.62794 -3.64625 0.20611
H -0.25045 -0.64887 -1.95816
*
```

Entry 4:
The following is a quantum chemistry calculation of a 2-piece molecular cluster, C2H5O3 overall, from OMol25.

Properties
Lowest unoccupied orbital energy   4.3 eV
Energy   -305.00039 Eh
Molecular weight   77.06 g mol⁻¹
Gap between HOMO and LUMO   8.50 eV
Energy above the lowest of the compared OMol25 structures with the same formula, charge and spin   0.1938 eV

```
! wB97M-V def2-TZVPD RIJCOSX def2/J DEFGRID3
* xyz -1 1
O -0.26243 -0.18218 0.96788
O 0.59337 -2.02196 0.01020
O 1.51937 1.87499 1.97763
C -0.83863 -0.62976 -1.28296
C -0.14753 -1.01835 0.02923
H -1.79955 -0.14948 -1.08319
H -0.17918 0.06921 -1.79838
H -1.04612 -1.49432 -1.91837
H 1.00115 1.06977 1.78398
H 1.15955 2.48207 1.31396
*
```